P | C6H13O2 | ωB97M-V/def2-TZVPD

Last column: Mulliken charge in e.
Positions of all 21 atoms, in Å:
O -2.456 -1.773 -1.142  -1.18
O -1.517 3.754 1.286  -0.76
C 1.623 -1.198 -0.347  1.04
C 0.587 -0.446 0.043  -0.68
C 1.883 -2.627 0.113  -3.28
C -0.035 2.009 0.732  -0.44
C 0.207 0.893 -0.431  -1.29
C -1.393 2.818 0.474  -0.38
H -2.257 1.957 0.628  0.04
H -0.234 -0.852 0.691  -0.06
H 1.770 -2.737 1.240  0.71
H 2.394 -0.882 -0.918  0.98
H -2.399 -1.631 -0.223  0.34
H 0.921 2.686 0.719  0.27
H 0.897 1.404 -1.080  0.22
H -0.038 1.439 1.662  0.28
H 1.199 -3.357 -0.475  0.33
H -0.693 0.896 -1.004  0.43
H 2.970 -2.964 0.011  0.77
H -1.959 -2.547 -1.287  0.57
H -1.471 3.156 -0.694  0.11

Computed properties:
LUMO (alpha / beta): 0.231 / 0.243 Eh
Charge: -2
Kohn-Sham gap (alpha / beta): 0.10642 / 0.24840 Ha
⟨S²⟩: 0.7505
2S+1: 2



Q | C6H13O2 | ωB97M-V/def2-TZVPD

Last column: Mulliken charge in e.
Positions of all 21 atoms, in Å:
O -1.604 -0.160 2.423  -0.69
O 0.349 -0.879 3.198  -0.72
C 1.658 1.913 -2.339  -4.08
C 0.062 1.976 -0.402  -1.81
C -0.995 -2.416 1.921  -0.52
C 0.879 1.051 -1.318  0.20
C -1.350 -2.048 0.399  -1.04
C -0.702 -0.974 2.572  0.44
H 0.202 0.448 -1.977  0.59
H 1.523 1.608 -3.307  0.72
H -1.820 -1.133 0.397  0.31
H 0.764 2.339 0.317  0.44
H -1.653 -3.033 2.481  0.32
H 2.701 1.698 -2.313  0.85
H -0.360 -2.088 -0.227  0.18
H -1.857 -2.943 0.017  0.37
H -0.472 2.617 -1.044  0.77
H -0.574 1.446 0.205  0.30
H -0.132 -3.033 1.922  0.30
H 1.831 0.575 -0.777  0.27
H 1.551 3.037 -2.149  0.80

Computed properties:
LUMO (alpha / beta): 0.231 / 0.229 Eh
Charge: -2
Kohn-Sham gap (alpha / beta): 0.09002 / 0.29047 Ha
⟨S²⟩: 0.7507
2S+1: 2



Verdict on stability: P comes out at the bottom.



P | C6H14O3 | ωB97M-V/def2-TZVPD

Last column: Mulliken charge in e.
Positions of all 23 atoms, in Å:
O 2.374 1.572 -0.446  -0.54
O 0.476 -1.461 -1.313  -0.59
O 2.806 -0.625 0.036  -0.55
C -0.053 -0.766 1.561  -1.30
C 0.055 -0.193 -0.934  -0.32
C 0.244 0.221 0.448  0.14
C 2.063 0.505 0.416  -0.22
C -1.791 -0.180 -1.063  -0.56
C -2.689 0.598 -0.128  -1.01
H 3.242 1.923 -0.183  0.32
H 0.384 0.525 -1.682  0.42
H -1.895 0.214 -2.078  0.36
H 2.338 0.754 1.446  0.48
H -0.127 1.226 0.644  0.45
H -2.353 1.633 -0.013  0.28
H 0.699 -0.702 2.353  0.41
H -0.081 -1.801 1.213  0.27
H -3.719 0.635 -0.507  0.37
H 2.856 -0.583 -0.934  0.36
H 1.027 -1.863 -0.618  0.43
H -1.015 -0.536 2.028  0.33
H -2.747 0.132 0.860  0.23
H -2.096 -1.230 -1.106  0.26

Computed properties:
LUMO: 0.026 Eh
Charge: 0
Kohn-Sham gap: 0.33577 Ha
SMILES string: CC[C@H](O)[C@@H](C)C(O)O



Q | C6H14O3 | ωB97M-V/def2-TZVPD

Last column: Mulliken charge in e.
Positions of all 23 atoms, in Å:
O -0.800 0.120 0.157  -0.18
O -1.566 -1.557 3.107  -0.52
O -1.599 -0.259 1.271  -0.43
C -1.346 -2.655 0.944  -1.13
C 0.312 0.927 -2.336  -1.24
C 0.890 2.672 -0.673  -1.28
C 1.095 1.347 -1.342  1.28
C 2.173 0.494 -0.750  -1.28
C -1.047 -1.448 1.830  0.38
H 1.829 3.224 -0.639  0.37
H -0.912 -2.499 -0.039  0.33
H -0.908 -3.543 1.394  0.32
H 0.549 2.522 0.348  0.29
H 2.266 -0.450 -1.283  0.33
H 3.134 1.022 -0.757  0.38
H -1.392 0.652 -0.463  0.33
H 1.934 0.280 0.289  0.24
H -0.360 1.601 -2.843  0.35
H -2.423 -2.790 0.842  0.32
H 0.166 3.280 -1.211  0.34
H -2.530 -1.615 3.045  0.35
H 0.497 -0.010 -2.835  0.26
H 0.037 -1.315 1.945  0.21

Computed properties:
LUMO: 0.031 Eh
Charge: 0
Kohn-Sham gap: 0.37300 Ha
SMILES string: C[C@H](O)OO.C=C(C)C



R | C6H14O3 | ωB97M-V/def2-TZVPD

Last column: Mulliken charge in e.
Positions of all 23 atoms, in Å:
O -1.462 0.133 0.498  -0.37
O -0.852 -0.677 -1.486  -0.60
O -2.287 1.035 -1.463  -0.56
C -1.173 0.508 -0.841  0.90
C -0.052 1.545 -0.926  -1.06
C 2.057 -1.792 -0.875  -0.99
C 1.481 -1.281 1.496  -0.71
C -1.964 1.156 1.333  -0.79
C 2.174 -1.029 0.199  0.05
H -2.494 0.655 2.140  0.26
H 1.467 -2.695 -0.868  0.38
H 2.177 -1.191 2.317  0.37
H 0.850 1.165 -0.458  0.21
H 0.125 1.761 -1.992  0.32
H 2.802 -0.146 0.173  0.37
H -2.897 0.308 -1.649  0.36
H -0.073 -1.070 -1.059  0.27
H -2.653 1.804 0.786  0.38
H 1.047 -2.286 1.516  0.27
H -0.370 2.465 -0.442  0.39
H -1.152 1.760 1.751  0.26
H 0.681 -0.560 1.645  0.04
H 2.569 -1.568 -1.794  0.26

Computed properties:
LUMO: 0.034 Eh
Charge: 0
Kohn-Sham gap: 0.40122 Ha
SMILES string: COC(C)(O)O.C=CC



Verdict on stability: Q comes out at the bottom.



P | C7H12S | ωB97M-V/def2-TZVPD

Last column: Mulliken charge in e.
Positions of all 20 atoms, in Å:
S -2.210 -0.554 -0.197  -0.23
C -0.790 0.578 0.070  0.33
C 1.103 -0.588 -1.253  -1.96
C -0.909 1.867 -0.729  -0.75
C 1.180 -0.748 1.248  -1.48
C -1.002 1.834 0.775  -0.50
C -0.812 -1.701 0.038  -1.19
C 0.262 -0.559 -0.004  1.50
H 1.787 0.281 -1.251  0.44
H 1.771 -1.499 -1.409  0.36
H -1.732 1.966 -1.427  0.26
H -1.959 2.117 1.080  0.30
H 2.238 -0.469 1.067  0.37
H 0.849 -0.184 2.109  0.38
H -0.639 -2.379 -0.730  0.50
H 0.084 2.178 -1.058  0.23
H -0.811 -2.153 0.994  0.41
H 1.204 -1.871 1.438  0.32
H 0.627 -0.539 -2.159  0.50
H -0.240 2.423 1.400  0.22

Computed properties:
LUMO: 0.033 Eh
Charge: 0
Kohn-Sham gap: 0.33465 Ha
SMILES string: CC1(C)CSC12CC2



Q | C7H12S | ωB97M-V/def2-TZVPD

Last column: Mulliken charge in e.
Positions of all 20 atoms, in Å:
S 2.344 -0.277 -0.121  -0.20
C -2.286 -0.354 -0.199  -0.41
C 0.558 -0.290 -0.458  -0.24
C -0.164 -1.319 0.457  -1.08
C -1.649 -1.373 0.345  -0.37
C -0.096 1.574 1.175  -1.44
C -0.157 1.090 -0.289  0.37
C -1.564 0.904 -0.786  -0.75
H 1.015 1.613 1.486  0.31
H -1.493 0.753 -1.879  0.34
H -3.350 -0.478 -0.436  0.35
H -0.535 2.559 1.220  0.45
H 0.384 1.852 -0.916  0.37
H -2.296 1.765 -0.661  0.37
H -0.530 0.857 1.921  0.27
H 0.206 -1.117 1.498  0.35
H 0.218 -2.312 0.243  0.45
H -2.195 -2.260 0.660  0.38
H 0.466 -0.606 -1.482  0.36
H 2.748 0.424 -1.189  0.13

Computed properties:
LUMO: 0.032 Eh
Charge: 0
Kohn-Sham gap: 0.36324 Ha
SMILES string: C[C@@H]1CC=CC[C@@H]1S



R | C7H12S | ωB97M-V/def2-TZVPD

Last column: Mulliken charge in e.
Positions of all 20 atoms, in Å:
S 1.089 -0.396 -0.453  0.29
C -0.151 1.805 0.564  -0.03
C 0.250 2.381 -0.750  -0.80
C -1.155 0.689 0.432  -1.03
C 2.275 -1.280 0.420  -0.98
C -1.431 -1.770 -0.106  -1.60
C 1.210 1.409 -0.121  -0.29
C -0.448 -0.750 0.474  0.39
H 0.853 -1.432 -1.653  0.18
H -0.948 -2.784 -0.210  0.33
H -1.790 -1.567 -1.095  0.44
H 2.566 -2.198 -0.028  0.28
H -0.046 2.333 1.467  0.46
H -1.910 0.694 1.291  0.40
H 3.051 -0.585 0.765  0.34
H -0.131 -1.111 1.470  0.38
H -1.522 0.766 -0.589  0.27
H -0.299 2.172 -1.598  0.24
H 0.735 3.355 -0.841  0.22
H -2.197 -1.733 0.561  0.51

Computed properties:
LUMO: -0.011 Eh
Charge: 0
Kohn-Sham gap: 0.26532 Ha
SMILES string: C=[S@@H]1=C2C[C@H]2C[C@H]1C



Verdict on stability: R comes out at the bottom.



P | CH2BF3 | ωB97M-V/def2-TZVPD

Last column: Mulliken charge in e.
Positions of all 7 atoms, in Å:
F 1.125 1.390 0.257  -0.22
F -2.273 0.510 0.312  -0.34
F 1.502 -0.800 0.420  -0.24
C 0.784 0.210 -0.201  0.16
B -1.002 -0.160 0.150  0.49
H -0.968 -1.267 0.290  -0.04
H 0.832 0.117 -1.227  0.19

Computed properties:
LUMO: -0.002 Eh
Charge: 0
Kohn-Sham gap: 0.38829 Ha
SMILES string: FBC(F)F



Q | CH2BF3 | ωB97M-V/def2-TZVPD

Last column: Mulliken charge in e.
Positions of all 7 atoms, in Å:
F 0.951 -1.071 1.144  -0.25
F -0.505 -1.813 -0.225  -0.20
F 1.218 -0.719 -0.973  -0.22
C 0.284 -0.816 -0.044  0.46
B -0.610 1.053 -0.008  0.21
H -0.315 1.790 1.025  0.00
H -1.023 1.577 -0.919  0.00

Computed properties:
LUMO: -0.032 Eh
Charge: 0
Kohn-Sham gap: 0.37021 Ha



Verdict on stability: Q comes out at the bottom.



P | C2H4FP | ωB97M-V/def2-TZVPD

Last column: Mulliken charge in e.
Positions of all 8 atoms, in Å:
P -0.579 -1.523 1.610  -0.15
F -0.295 -1.622 -1.092  -0.36
C 0.402 0.562 -0.207  -0.92
C -0.278 -0.665 0.186  0.45
H 0.301 0.678 -1.253  0.33
H 1.417 0.378 -0.121  0.29
H -1.010 -2.641 0.832  0.05
H 0.033 1.472 0.323  0.31

Computed properties:
LUMO: -0.003 Eh
Charge: 0
Kohn-Sham gap: 0.34740 Ha
SMILES string: [H]/P=C(/C)F



Q | C2H4FP | ωB97M-V/def2-TZVPD

Last column: Mulliken charge in e.
Positions of all 8 atoms, in Å:
P 0.033 0.770 1.276  0.04
F -1.217 -0.527 -2.694  -0.23
C -0.418 0.214 -0.634  -0.38
C -1.045 -0.712 -1.379  -0.03
H 0.433 -0.400 1.725  0.03
H 1.127 1.466 0.943  0.04
H -1.380 -1.702 -1.130  0.32
H -0.143 1.092 -1.274  0.22

Computed properties:
LUMO: 0.039 Eh
Charge: 0
Kohn-Sham gap: 0.37477 Ha
SMILES string: F/C=C/P



Verdict on stability: Q comes out at the bottom.



P | C2H3NO2 | ωB97M-V/def2-TZVPD

Last column: Mulliken charge in e.
Positions of all 8 atoms, in Å:
O 1.236 -0.807 0.104  -0.28
O -1.521 -0.817 -0.105  -0.41
N 1.310 0.462 -0.138  -0.33
C -1.264 0.319 0.076  0.08
C 0.084 0.993 0.020  -0.06
H -2.127 0.997 0.310  0.29
H 0.201 2.107 -0.012  0.33
H 2.106 -1.224 0.090  0.36

Computed properties:
LUMO: -0.007 Eh
Charge: 0
Kohn-Sham gap: 0.35211 Ha
SMILES string: O=C/C=N\O



Q | C2H3NO2 | ωB97M-V/def2-TZVPD

Last column: Mulliken charge in e.
Positions of all 8 atoms, in Å:
O 2.673 0.697 0.075  -0.16
O 0.167 -0.710 -0.656  -0.52
N -1.334 0.244 0.789  -0.64
C 2.359 -0.378 0.337  0.11
C -0.878 0.021 -0.359  0.25
H -2.142 0.820 0.936  0.25
H -1.387 0.496 -1.292  0.30
H 0.542 -1.191 0.169  0.42

Computed properties:
LUMO: 0.037 Eh
Charge: 0
Kohn-Sham gap: 0.40962 Ha



Verdict on stability: P comes out at the bottom.



P | C2H3NO2 | ωB97M-V/def2-TZVPD

Last column: Mulliken charge in e.
Positions of all 8 atoms, in Å:
O -0.324 0.532 -0.051  -0.01
O -2.293 -0.760 -0.038  -0.46
N 0.458 -0.470 0.046  -0.38
C 1.745 -0.242 -0.074  -0.35
C -1.610 0.291 0.028  0.19
H -2.181 1.178 -0.027  0.35
H 1.907 0.728 0.112  0.40
H 2.298 -1.258 0.005  0.26

Computed properties:
LUMO: 0.014 Eh
Charge: 0
Kohn-Sham gap: 0.39856 Ha
SMILES string: C=NOC=O



Q | C2H3NO2 | ωB97M-V/def2-TZVPD

Last column: Mulliken charge in e.
Positions of all 8 atoms, in Å:
O -1.173 0.978 1.793  -0.45
O -0.262 -0.536 0.323  -0.07
N -0.095 0.509 -0.576  -0.33
C -0.967 -0.174 1.434  0.21
C 0.906 0.189 -1.417  -0.20
H -1.107 -1.077 2.021  0.31
H 1.082 0.931 -2.230  0.30
H 1.617 -0.821 -1.348  0.23

Computed properties:
LUMO: 0.018 Eh
Charge: 0
Kohn-Sham gap: 0.40950 Ha
SMILES string: C=NOC=O



R | C2H3NO2 | ωB97M-V/def2-TZVPD

Last column: Mulliken charge in e.
Positions of all 8 atoms, in Å:
O -0.001 -1.791 0.523  -0.50
O -0.396 1.691 -1.229  -0.39
N 0.202 0.850 0.866  -0.22
C -0.145 0.967 -0.327  0.28
C -0.178 -1.378 -0.602  -0.04
H 0.402 -0.109 1.079  0.38
H -0.519 -1.900 -1.555  0.26
H 0.634 1.671 1.245  0.24

Computed properties:
LUMO (alpha / beta): 0.022 / 0.022 Eh
Charge: 0
Kohn-Sham gap (alpha / beta): 0.30630 / 0.30630 Ha



Verdict on stability: P comes out at the bottom.